[1]
{
  "formula": "C5H10NO",
  "method": "wB97M-V/def2-TZVPD",
  "elements": ["C", "C", "C", "C", "C", "N", "O", "H", "H", "H", "H", "H", "H", "H", "H", "H", "H"],
  "positions_angstrom": [[-1.20983, 1.32177, -0.48526], [0.52350, -0.12574, -0.82694], [0.66982, -0.84291, 0.45701], [-1.69791, 2.75134, -0.63088], [1.47843, -2.67666, 1.67170], [-0.08831, 1.09371, -1.04171], [1.04510, -1.99433, 0.48818], [-1.94227, 0.58850, 0.04059], [1.61185, 0.01165, -1.12076], [0.31657, -1.00798, -1.54707], [0.48658, -0.28394, 1.47455], [-2.66009, 2.65957, -1.17676], [-1.71114, 3.22155, 0.39961], [-0.86547, 3.05152, -1.26611], [1.30646, -3.69106, 1.48362], [0.89590, -2.48719, 2.62828], [2.45141, -2.44824, 1.86665]],
  "lumo_energy_ev": -5.33,
  "de_lowest_kcal_mol": 94.6,
  "total_charge": 1,
  "e_homo_ev": -14.130
}

=====

[2]
{
  "formula": "C2H3IO",
  "method": "wB97M-V/def2-TZVPD",
  "elements": ["C", "C", "O", "I", "H", "H", "H"],
  "positions_angstrom": [[-0.01783, -0.57219, 0.44304], [0.11345, 0.59887, -0.42060], [-0.90468, -0.40406, 1.79242], [0.69628, -2.43998, 0.07674], [0.59521, 0.49476, -1.31443], [0.37465, 1.44068, 0.09304], [-0.85708, 0.88192, -0.67021]],
  "smiles": "CC(=O)I",
  "lumo_energy_ev": -0.91,
  "de_lowest_kcal_mol": 84.0,
  "total_charge": 0,
  "e_homo_ev": -9.706
}

=====

[3]
{
  "formula": "C17H16ClN3O2S",
  "method": "wB97M-V/def2-TZVPD",
  "elements": ["O", "Cl", "N", "N", "O", "S", "C", "C", "C", "C", "C", "C", "C", "C", "C", "C", "C", "C", "C", "N", "C", "C", "C", "C", "H", "H", "H", "H", "H", "H", "H", "H", "H", "H", "H", "H", "H", "H", "H", "H"],
  "positions_angstrom": [[1.14195, -2.08806, 0.49243], [-0.20899, -3.88834, -4.29965], [0.46422, 2.37197, -1.26526], [-1.77099, -0.58812, 4.47060], [-0.72828, 2.79787, -3.08170], [-1.13010, 0.64953, 2.18746], [1.17024, -0.89483, 0.46688], [-0.13150, 1.87196, -2.32987], [-2.50968, -0.80886, 5.55699], [-2.13949, 0.37281, 3.59537], [-3.71650, -0.18478, 5.89190], [-3.31218, 1.02163, 3.79919], [-4.04060, 0.88269, 5.00074], [-0.77792, -1.33012, -4.49270], [-0.66984, -0.00812, -4.00755], [0.17307, -1.94923, -2.35963], [-0.37663, -2.32598, -3.58401], [-0.24629, 0.36665, -2.66674], [0.17737, -0.69483, -1.85720], [0.51710, -0.25677, -0.56476], [0.26103, 3.83272, -1.22771], [-0.64563, 4.11575, -2.54906], [0.65119, 0.10994, 2.70708], [1.70870, 0.09591, 1.53572], [-2.00142, -1.42378, 6.35190], [-4.27624, -0.23946, 6.87519], [-3.63415, 1.85947, 3.21851], [-4.96078, 1.42569, 5.12445], [-1.14173, -1.55023, -5.51124], [-0.79340, 0.81539, -4.77550], [0.62178, -2.78591, -1.75125], [0.57538, 0.75131, -0.57149], [1.12751, 4.46146, -1.29596], [-0.27856, 4.19301, -0.32300], [-1.62034, 4.26423, -2.10304], [-0.40296, 4.87191, -3.22276], [0.62162, -0.84963, 3.09121], [0.87234, 0.75140, 3.59014], [1.70951, 1.12909, 1.18666], [2.71895, -0.17669, 1.93883]],
  "smiles": "O=C(CCSc1ccccn1)Nc1cc(Cl)ccc1C1=NCCO1",
  "lumo_energy_ev": 0.19,
  "de_lowest_kcal_mol": 85.2,
  "total_charge": 0,
  "e_homo_ev": -8.383
}

=====

[4]
{
  "formula": "C34H50P2Ru",
  "method": "wB97M-V/def2-TZVPD",
  "elements": ["Ru", "C", "C", "C", "C", "C", "C", "H", "H", "H", "C", "H", "H", "H", "C", "H", "H", "H", "C", "H", "H", "H", "C", "H", "H", "H", "C", "C", "C", "C", "C", "C", "C", "C", "H", "H", "H", "H", "H", "H", "H", "H", "H", "H", "H", "H", "P", "P", "C", "C", "H", "H", "H", "H", "C", "H", "H", "H", "C", "H", "H", "H", "C", "H", "H", "H", "C", "H", "H", "H", "C", "C", "C", "C", "C", "C", "C", "C", "C", "C", "H", "H", "H", "H", "H", "H", "H"],
  "positions_angstrom": [[-0.11413, -0.69896, -4.08539], [-0.89651, -1.99625, -0.79952], [0.40305, -1.98659, -1.47887], [0.54380, -0.68096, 0.44158], [-0.81757, -1.16624, 0.31852], [1.28593, -1.15526, -0.70584], [-1.89981, -3.07750, -0.90978], [-1.72074, -3.73819, -1.76041], [-2.92887, -2.70848, -0.95498], [-1.80447, -3.68957, 0.00270], [-1.77162, -1.01000, 1.42363], [-2.73158, -1.49054, 1.19581], [-1.90800, 0.05957, 1.66055], [-1.33798, -1.49490, 2.31046], [1.11181, -0.20073, 1.59801], [0.51006, -0.07929, 2.50630], [-0.71862, 1.86605, 2.10727], [2.17519, 0.00938, 1.63633], [2.75992, -1.17528, -0.74816], [3.13197, -1.99142, -0.11259], [3.15642, -0.24528, -0.33154], [3.13140, -1.33060, -1.77201], [0.95355, -3.27810, -1.97221], [1.36341, -3.77376, -1.06370], [1.77544, -3.11874, -2.68929], [0.17472, -3.90920, -2.42887], [-1.03980, 0.33392, -5.48790], [-1.29481, -1.09253, -5.63178], [-0.54440, -1.98466, -6.54166], [0.97790, -1.79617, -6.48890], [1.42571, -1.22832, -5.18626], [1.53411, 0.19092, -4.89802], [1.18178, 1.32541, -5.79615], [-0.18373, 1.10326, -6.44221], [-0.89359, -1.82213, -7.55470], [1.36726, -1.11486, -7.26561], [-0.83447, -2.99879, -6.23821], [-0.06860, 0.57822, -7.38889], [-1.96884, 0.84910, -5.27038], [-2.36334, -1.31711, -5.57852], [-0.62294, 2.08045, -6.67010], [1.13228, 2.23165, -5.16584], [2.40332, 0.43882, -4.27672], [1.99596, 1.44799, -6.52544], [1.41551, -2.80758, -6.53624], [2.20797, -1.80202, -4.69517], [-1.61379, 0.64860, -2.11213], [1.43606, 1.79191, -1.83972], [-1.16910, 2.28111, -3.01897], [0.18733, 2.92068, -2.61823], [-2.00067, 2.97341, -2.83264], [-1.12192, 2.05694, -4.09810], [0.69854, 3.34280, -3.49734], [0.04574, 3.76389, -1.93068], [1.67847, 2.46924, -0.18465], [2.60726, 2.02896, 0.20816], [0.83567, 2.19514, 0.45542], [1.75430, 3.55735, -0.30920], [3.05525, 2.26632, -2.53835], [2.95715, 3.21310, -3.09236], [3.42181, 1.46910, -3.20756], [3.74070, 2.40625, -1.68349], [-3.12474, 1.06974, -1.15405], [-3.45293, 0.14884, -0.66321], [-3.83336, 1.40254, -1.91766], [-2.95110, 1.82725, -0.40010], [-2.77740, -0.56466, -3.01984], [-2.17012, -1.33828, -3.53637], [-3.40571, -0.04552, -3.74888], [-3.35841, -1.08928, -2.25079], [-2.60760, 5.28159, 4.97110], [-1.89883, 4.09610, 5.28646], [-1.46665, 3.27297, 4.26678], [-1.68482, 3.61761, 2.91642], [-1.22109, 2.80998, 1.85746], [-1.39701, 3.19715, 0.53631], [-2.11638, 4.36598, 0.20358], [-2.60617, 5.16219, 1.22146], [-2.40058, 4.82851, 2.58050], [-2.85945, 5.63157, 3.64987], [-2.95564, 5.92947, 5.77972], [-1.70552, 3.84178, 6.32452], [-0.94807, 2.33948, 4.48102], [-1.01321, 2.53673, -0.24870], [-2.27211, 4.61336, -0.84337], [-3.16873, 6.07074, 0.98692], [-3.40221, 6.55448, 3.40263]],
  "multiplicity": 5,
  "lumo_energy_ev": [-6.99, -8.44],
  "de_lowest_kcal_mol": 52.5,
  "total_charge": 2,
  "e_homo_ev": [-12.347, -12.347]
}

=====

[5]
{
  "formula": "C4HNO2",
  "method": "wB97M-V/def2-TZVPD",
  "elements": ["C", "C", "C", "C", "N", "O", "O", "H"],
  "positions_angstrom": [[0.85469, 0.44747, 0.67864], [1.07269, 0.25545, 1.83920], [-2.10714, -2.13733, -0.26990], [0.73950, 1.00766, -1.69900], [0.50910, 0.71534, -0.55630], [-3.13051, -1.71936, -0.07441], [0.72490, 1.09642, -2.84455], [1.33676, 0.33435, 2.92632]],
  "lumo_energy_ev": 0.49,
  "de_lowest_kcal_mol": 9.6,
  "total_charge": 0,
  "e_homo_ev": -9.859
}

=====

Total energy / a.u.: -326.1311; -450.7949; -1830.4761; -2102.3013; -358.1691